Formula: C3H4F2O
Source: the OMol25 dataset
Level of theory: ωB97M-V/def2-TZVPD

Geometry as XYZ:
```
10
Properties=species:S:1:pos:R:3:forces:R:3
C 1.014823 -0.639516 -0.193112 -1.42 1.87 -1.42
C 0.063273 0.477771 0.380054 -0.55 0.24 -0.37
C -1.458338 0.168277 0.029582 1.49 0.82 -0.06
H 0.886401 -0.720453 -1.299858 -0.19 0.33 0.72
H 0.685379 -1.575401 0.192036 0.07 -0.82 0.79
H 0.174572 0.712020 1.479724 0.10 -0.57 -1.11
H -1.979858 1.127842 -0.191473 -0.10 -0.28 0.20
O -1.940806 -0.906542 -0.122233 -0.11 -0.48 0.19
F 2.336651 -0.380470 0.005836 0.29 0.00 0.64
F 0.217907 1.736473 -0.280557 0.41 -1.12 0.44
```
Forces are in eV/Å.

- E_LUMO (eV) = 0.7
- HOMO energy (eV) = -10.54
- spin multiplicity = 1
- M (g/mol) = 94.06
- relative energy (zero: lowest compared OMol25 entry of this formula, charge and spin) (eV) = 0.785
- SMILES = O=C[C@H](F)CF

Atom charges from the natural (NBO) analysis, given in e for atoms 1 to 2:
1. C 0.0251
2. C 0.0621

Formula: C2HO3Yb
Source: the OMol25 dataset
Level of theory: ωB97M-V/def2-TZVPD

Geometry as XYZ:
```
7
Properties=species:S:1:pos:R:3:forces:R:3
O -0.214565 0.453438 -1.791533 -0.22 -3.59 0.75
H 0.596467 0.750087 -2.255896 0.61 0.69 -0.44
O -0.097452 -0.675293 0.810847 0.38 2.20 0.31
O -0.175666 0.583351 1.408203 0.21 -1.28 -0.12
C 0.283176 -0.614533 -0.393056 -0.89 -1.30 0.16
C -0.025166 -1.034965 -1.589843 0.04 3.05 -1.37
Yb -0.366795 0.537915 3.811278 -0.13 0.24 0.70
```
Forces are in eV/Å.

- E_LUMO (alpha / beta) (eV) = -15.7 / -17.5
- HOMO energy (alpha / beta) (eV) = -23.99 / -23.97
- net charge = +3
- spin multiplicity = 3
- M (g/mol) = 246.07
- relative energy (zero: lowest compared OMol25 entry of this formula, charge and spin) (eV) = 2.265
- expectation value of S² = 2.06

Atom charges from the natural (NBO) analysis, given in e for atoms 1 to 2:
1. O -0.3957
2. H 0.5838

Formula: C34H54F6IrN4O4SbSe
Source: the OMol25 dataset
Level of theory: ωB97M-V/def2-TZVPD

Geometry as XYZ:
```
105
Properties=species:S:1:pos:R:3:forces:R:3
Ir -1.096516 -0.901143 -0.720659 -0.47 -0.09 -0.54
C 4.814781 4.646504 -0.984682 0.00 -0.04 0.06
C 4.420883 3.371205 -1.744875 -0.03 0.00 -0.02
C 4.205531 3.717276 -3.235333 0.01 0.01 0.03
C 5.553634 2.347666 -1.634709 0.00 0.00 0.05
C 3.099108 2.821954 -1.250206 -0.03 -0.04 -0.02
C 2.880923 1.424312 -1.115269 0.07 0.12 0.10
C 1.634333 0.948549 -0.856212 -0.08 0.01 -0.04
Se 1.367454 -0.956742 -0.831644 0.38 -0.12 -0.10
C 1.448154 -1.363661 1.051302 -0.18 -0.18 -0.02
C 2.508274 -2.020752 1.567952 0.00 -0.04 0.07
C 2.454448 -2.478109 2.922136 -0.03 0.01 -0.04
C 1.310323 -2.193290 3.681642 0.04 -0.06 -0.01
C 0.196703 -1.542111 3.194245 0.10 0.07 0.03
C 0.251756 -1.130227 1.811084 0.04 0.33 -0.18
O -0.747971 -0.555303 1.251488 -0.16 -0.18 0.40
C -1.061431 -1.327502 4.016580 -0.01 0.00 0.03
C -1.369901 0.177566 4.115308 -0.02 0.02 -0.05
C -2.236990 -2.077003 3.355750 -0.02 0.04 -0.04
C -0.898415 -1.871943 5.438113 0.03 -0.01 -0.03
C 3.598890 -3.312093 3.446924 0.01 -0.01 -0.03
C 3.670024 -4.585210 2.575330 0.00 0.01 0.02
C 4.913357 -2.522316 3.315514 -0.03 0.03 0.01
C 3.407534 -3.724423 4.905689 0.00 0.02 0.00
C 0.488454 1.826938 -0.800715 -0.01 0.12 -0.06
O -0.684193 1.384708 -0.913858 0.04 -0.16 0.09
C 0.747970 3.258404 -0.684091 -0.02 0.00 -0.02
C 2.019820 3.685931 -0.969073 0.04 -0.03 0.14
C -0.377337 4.220682 -0.322587 -0.01 0.03 -0.13
C -1.209822 3.685380 0.853975 0.05 -0.03 0.06
C -1.272345 4.409576 -1.562388 -0.02 -0.11 0.01
C 0.180529 5.586818 0.091070 0.00 0.01 -0.05
H 5.806062 4.961265 -1.309658 -0.01 0.01 -0.01
H 4.134552 5.475285 -1.179530 0.01 0.00 0.00
H 4.853411 4.474159 0.092649 0.01 0.00 -0.01
H 5.137695 4.104361 -3.649332 -0.01 0.00 0.00
H 3.919045 2.834422 -3.809928 0.01 0.01 0.00
H 3.434341 4.479396 -3.357256 0.01 -0.01 -0.01
H 6.489610 2.819360 -1.930760 0.00 -0.01 -0.01
H 5.677153 1.986461 -0.611022 0.01 0.01 -0.01
H 5.403869 1.492703 -2.296414 0.00 0.00 0.01
H 3.710112 0.738282 -1.223193 -0.01 0.01 -0.06
H 3.373786 -2.234885 0.955044 0.00 -0.02 0.03
H 1.288395 -2.544744 4.699710 0.00 -0.01 0.01
H -1.510895 0.634106 3.137154 -0.01 -0.01 0.01
H -2.291648 0.308574 4.683826 0.02 0.01 0.02
H -0.572441 0.707158 4.640429 0.00 -0.02 0.00
H -2.523460 -1.639133 2.401119 0.03 -0.02 0.02
H -1.995114 -3.130047 3.198397 0.00 0.01 0.02
H -3.098374 -2.021987 4.022648 0.00 -0.02 0.00
H -0.084915 -1.381202 5.976496 -0.01 -0.01 0.00
H -1.818232 -1.682146 5.990369 0.01 0.00 0.00
H -0.730197 -2.950550 5.444596 -0.01 0.01 0.01
H 3.907319 -4.363103 1.533751 0.00 0.00 0.01
H 4.457470 -5.230134 2.966905 0.00 0.00 -0.02
H 2.727187 -5.133157 2.600295 0.01 0.00 0.00
H 5.112132 -2.212636 2.288487 0.02 -0.02 0.01
H 4.903895 -1.632361 3.947285 0.00 -0.01 0.00
H 5.740619 -3.156959 3.633600 0.00 0.01 0.00
H 2.532219 -4.363480 5.034623 0.01 0.01 0.01
H 4.278490 -4.294291 5.227809 -0.01 -0.01 0.00
H 3.318283 -2.861314 5.568507 0.01 0.00 -0.01
H 2.214274 4.747233 -0.962398 0.01 0.00 -0.03
H -1.645932 2.709349 0.653427 -0.01 0.04 -0.01
H -0.600841 3.613977 1.758179 -0.01 0.00 -0.01
H -2.018385 4.388666 1.058173 0.02 0.00 0.02
H -1.705489 3.458322 -1.876643 -0.02 0.02 0.01
H -2.078825 5.106175 -1.324693 0.02 0.01 0.01
H -0.701797 4.822840 -2.395895 -0.01 0.01 0.01
H 0.929818 5.492480 0.879180 -0.03 0.01 0.01
H 0.619721 6.130767 -0.746916 0.01 -0.02 0.00
H -0.634030 6.199750 0.476700 0.00 0.00 -0.01
N -1.636001 -1.599096 -2.609738 0.10 -0.17 -0.05
C -3.010751 -2.188482 -2.519842 -0.04 0.24 -0.30
C -3.740512 -2.240150 -3.876644 -0.13 0.34 -0.01
C -3.985485 -0.935331 -4.712502 -0.05 -0.22 0.38
C -5.409877 -0.340470 -4.677787 0.25 -0.35 -0.21
N -5.903855 0.119673 -3.394000 0.18 0.04 0.38
C -5.557055 1.249268 -2.796007 -0.03 0.14 -0.17
N -5.955850 1.493325 -1.546976 0.17 -0.18 0.05
N -4.830702 2.167209 -3.452293 -0.05 -0.09 0.11
C -3.767533 -1.532267 -1.378474 0.02 0.16 -0.23
O -4.949896 -1.689754 -1.234736 -0.39 0.21 -0.07
O -3.045213 -0.794404 -0.539937 0.16 0.13 0.20
H -1.599292 -0.892646 -3.340168 0.00 0.00 0.03
H -0.996991 -2.349868 -2.879437 -0.03 -0.04 -0.02
H -2.865765 -3.218229 -2.192284 0.01 -0.05 -0.04
H -4.696914 -2.730605 -3.686127 0.02 -0.05 -0.02
H -3.162933 -2.932087 -4.492609 -0.06 0.01 -0.02
H -3.843488 -1.201686 -5.761533 0.13 0.05 0.02
H -3.247775 -0.152124 -4.501059 -0.02 -0.03 0.07
H -6.105840 -1.111033 -5.005258 -0.06 0.05 -0.04
H -5.501359 0.472965 -5.400453 0.05 -0.08 -0.07
H -6.363320 -0.567101 -2.818892 -0.03 -0.12 0.16
H -6.265777 0.720808 -0.976025 0.00 -0.03 0.03
H -5.600308 2.293463 -1.051553 -0.05 0.04 -0.01
H -4.741097 2.113146 -4.452212 0.01 0.01 0.00
H -4.676951 3.069067 -3.034330 -0.03 0.03 -0.02
F -1.402828 -3.197094 -0.162140 0.06 0.09 0.06
Sb -0.373277 -4.837243 -0.541410 0.18 0.14 0.14
F -1.899323 -5.804700 -0.115455 -0.08 -0.05 0.04
F 0.216725 -4.650625 1.234743 0.00 -0.04 0.10
F 0.690687 -6.318009 -0.877592 -0.08 -0.08 -0.14
F 1.055394 -3.684609 -1.056640 0.06 0.29 0.03
F -1.003715 -4.535911 -2.314196 -0.04 -0.08 -0.10
```
Forces are in eV/Å.

- E_LUMO (alpha / beta) (eV) = -5.2 / -7.7
- HOMO energy (alpha / beta) (eV) = -13.66 / -14.76
- net charge = +2
- spin multiplicity = 5
- M (g/mol) = 1089.76
- relative energy (zero: lowest compared OMol25 entry of this formula, charge and spin) (eV) = 0.087
- expectation value of S² = 6.06

Atom charges from the Löwdin analysis, given in e for atoms 1 to 2:
1. Ir 1.3956
2. C -0.0316

Formula: C8H21ClN2Si
Source: the OMol25 dataset
Level of theory: ωB97M-V/def2-TZVPD

Geometry as XYZ:
```
33
Properties=species:S:1:pos:R:3:forces:R:3
C 1.968809 -2.059658 -1.996232 0.06 0.06 0.31
C 1.750022 1.409290 -1.608825 0.20 -0.14 0.28
C -3.065681 -0.908487 -0.825723 0.10 0.00 0.10
C -0.735951 0.794399 2.923724 0.11 -0.02 0.13
C -1.419355 1.952615 0.939179 0.02 0.03 -0.06
C 2.256744 -1.709337 -0.529447 -0.10 -0.06 -0.14
C 2.154516 0.755811 -0.279008 -0.13 0.13 -0.12
C -1.562026 -0.750209 -1.045898 0.17 -0.06 0.50
N -1.038412 0.683831 1.515514 0.25 -0.54 -0.28
N 1.632089 -0.542664 0.017020 -4.08 -0.20 1.38
Si -0.541675 -0.642204 0.559330 3.25 1.18 -2.18
Cl -0.605958 -2.322828 1.653118 -0.06 -0.71 0.33
H 2.498599 -2.971760 -2.262383 0.04 -0.14 -0.12
H 0.902536 -2.224663 -2.140164 -0.08 -0.01 -0.08
H 2.291055 -1.267779 -2.665147 0.02 0.06 -0.12
H 0.666871 1.458398 -1.687327 -0.18 0.04 -0.06
H 2.150864 2.419698 -1.652471 0.00 0.18 -0.09
H 2.134080 0.853102 -2.458728 -0.01 -0.03 -0.12
H -3.272454 -1.791495 -0.224954 -0.13 -0.05 0.06
H -3.478407 -0.042321 -0.314565 -0.12 0.05 0.09
H -3.577064 -1.017842 -1.780534 -0.09 -0.01 -0.02
H -0.492727 -0.182164 3.331043 0.01 -0.01 0.13
H 0.111830 1.465305 3.095316 0.02 0.03 0.07
H -1.605582 1.193792 3.453037 0.02 -0.02 0.07
H -2.276745 2.358518 1.482077 -0.05 0.05 -0.04
H -0.602614 2.678168 0.998992 0.01 0.09 -0.02
H -1.692867 1.827916 -0.102504 -0.08 0.07 -0.18
H 1.949332 -2.559625 0.088187 0.16 -0.06 -0.03
H 3.342021 -1.586035 -0.406360 0.04 -0.12 0.03
H 3.251126 0.692988 -0.242318 0.03 0.09 0.07
H 1.836720 1.422635 0.531462 0.14 0.10 -0.02
H -1.379841 0.131048 -1.662362 0.22 0.07 0.05
H -1.204003 -1.597224 -1.631780 0.22 -0.03 0.08
```
Forces are in eV/Å.

- E_LUMO (eV) = 0.8
- HOMO energy (eV) = -7.41
- spin multiplicity = 1
- M (g/mol) = 208.81
- relative energy (zero: lowest compared OMol25 entry of this formula, charge and spin) (eV) = 0.000
- SMILES = CCN(CC)[Si@](Cl)(CC)N(C)C

Atom charges from the natural (NBO) analysis, given in e for atoms 1 to 2:
1. C -0.6200
2. C -0.6199

Formula: C23H24N3O2STi
Source: the OMol25 dataset
Level of theory: ωB97M-V/def2-TZVPD

Geometry as XYZ:
```
54
Properties=species:S:1:pos:R:3:forces:R:3
Ti 0.088495 -0.095685 -0.165960 -0.25 1.06 2.09
C -0.201009 1.306820 -2.547653 0.03 -0.01 -0.69
N -0.747669 1.462306 -1.193653 -0.43 1.53 -0.67
C -2.208094 1.368570 -1.193209 -0.74 0.01 0.11
C -0.291614 2.713719 -0.619925 0.37 0.52 0.42
C -0.714776 3.937138 -1.099307 0.04 -0.08 0.02
C -0.210389 5.108975 -0.559972 -0.04 0.05 0.02
C 0.749407 5.033509 0.435041 -0.10 0.16 -0.21
C 1.206822 3.816841 0.899177 0.03 -0.42 0.11
C 0.676770 2.609744 0.407733 -0.28 1.17 -0.44
N 1.029252 1.325645 0.717478 0.87 1.27 0.78
C 1.997967 0.925346 1.598766 1.08 -0.42 0.53
C 2.575550 1.627665 2.671339 -0.35 0.03 -0.27
C 3.699416 1.138859 3.308870 0.18 -0.15 0.04
C 4.242668 -0.086224 2.960704 0.02 -0.05 0.14
C 3.589691 -0.874090 2.026460 -0.04 0.02 -0.12
C 2.478867 -0.385608 1.368629 0.21 0.57 0.50
N 1.741352 -1.157147 0.389117 1.61 -0.54 0.59
C 1.394844 -2.483075 0.904000 -0.22 -0.61 0.35
C 2.489514 -1.244681 -0.866861 0.44 -0.24 -0.52
H -0.474337 2.158318 -3.185380 0.12 -0.11 0.11
H -0.588159 0.388285 -3.000642 0.12 0.16 0.12
H 0.895662 1.248347 -2.486638 -0.20 0.07 -0.10
H -2.662678 2.090959 -1.883367 0.11 -0.08 0.03
H -2.564979 1.566882 -0.176541 0.03 -0.12 -0.30
H -2.515148 0.360410 -1.491652 0.05 0.19 0.06
H -1.419706 3.991921 -1.917707 -0.11 -0.05 0.00
H -0.558803 6.059974 -0.929430 0.00 0.13 -0.01
H 1.166861 5.942185 0.843229 0.05 0.07 0.04
H 1.998324 3.811621 1.629434 -0.03 -0.02 0.00
H 2.120389 2.533962 3.034593 0.06 0.11 -0.10
H 4.169660 1.730036 4.081837 -0.04 0.02 0.10
H 5.139389 -0.452433 3.436087 0.05 -0.01 0.09
H 3.970969 -1.862322 1.806787 -0.03 -0.07 -0.05
H 2.268620 -3.140534 0.959929 0.03 0.08 -0.05
H 0.651467 -2.954282 0.255195 0.13 0.07 0.08
H 0.968207 -2.371245 1.905781 0.05 -0.03 -0.27
H 3.484322 -1.683356 -0.712216 -0.13 0.08 -0.02
H 2.623261 -0.235152 -1.279390 0.03 -0.16 0.06
H 1.935574 -1.861666 -1.581427 0.08 0.13 0.09
O -1.489309 -2.784307 -2.550877 0.14 0.47 0.75
C -1.385825 -2.252591 -1.449140 -0.73 -1.34 -1.38
O -0.532854 -1.299530 -1.225629 -1.44 -3.03 -2.75
C -2.220377 -2.681327 -0.295629 -0.29 -0.22 0.36
C -2.992249 -3.827390 -0.531302 0.00 0.00 -0.14
C -3.825115 -4.356454 0.425323 -0.11 -0.04 0.03
C -3.929415 -3.721154 1.659513 0.03 0.04 -0.12
C -3.183676 -2.593294 1.914458 -0.13 -0.10 0.06
C -2.305117 -2.056829 0.965376 0.20 0.07 -0.28
S -1.427937 -0.631723 1.502511 -0.48 -0.08 0.59
H -2.912426 -4.272232 -1.514075 0.00 -0.04 0.04
H -4.410764 -5.241282 0.221628 0.00 -0.05 -0.06
H -4.607336 -4.103408 2.408484 -0.01 -0.03 0.11
H -3.271224 -2.088199 2.864314 0.02 0.03 0.11
```
Forces are in eV/Å.

- E_LUMO (alpha / beta) (eV) = 0.4 / 0.4
- HOMO energy (alpha / beta) (eV) = -6.44 / -7.55
- spin multiplicity = 2
- M (g/mol) = 454.40
- expectation value of S² = 0.76

Atom charges from the natural (NBO) analysis, given in e for atoms 1 to 2:
1. Ti 1.3624
2. C -0.4139

Formula: H16NO11
Source: the OMol25 dataset
Level of theory: ωB97M-V/def2-TZVPD

Geometry as XYZ:
```
28
Properties=species:S:1:pos:R:3:forces:R:3
N 2.115000 32.505000 12.336000 1.56 -0.10 8.35
O 2.318000 31.365000 12.900000 0.01 -1.85 -2.50
O 1.174000 33.057000 12.940000 -0.43 1.35 -2.63
O 3.114000 33.148000 12.013000 -0.15 0.59 -2.58
O 0.294000 32.639000 15.569000 2.48 0.23 1.56
H 1.238000 32.704000 15.975000 -2.58 -0.23 -1.21
H 0.438000 32.831000 14.634000 0.03 -0.18 -0.12
O 0.736000 35.357000 11.204000 -6.68 2.07 -2.41
H 1.411000 34.822000 11.314000 5.56 -2.80 1.48
H 0.597000 36.238000 11.471000 1.15 0.95 0.85
O 3.875000 33.769000 9.477000 0.69 -4.29 -0.73
H 3.679000 33.513000 10.438000 0.38 0.29 -1.79
H 4.093000 32.799000 9.001000 -0.93 4.05 2.16
O 4.943000 30.839000 13.279000 -1.51 2.75 1.87
H 5.298000 31.707000 13.830000 -1.98 -3.40 -2.26
H 3.837000 30.870000 13.203000 4.02 0.94 0.26
O -0.659000 30.547000 11.556000 -3.85 -0.04 3.29
H -0.919000 30.396000 12.567000 1.26 0.22 -3.34
H 0.250000 30.422000 11.491000 2.63 -0.45 0.27
O 3.318000 35.848000 13.549000 -2.29 4.20 -5.07
H 2.893000 35.117000 13.206000 -1.00 -2.76 -0.56
H 3.774000 35.764000 14.279000 3.29 -1.46 5.62
O -1.234000 33.305000 12.596000 -0.90 -0.32 0.21
H -1.017000 32.349000 12.455000 0.33 1.73 0.00
H -0.438000 33.829000 12.815000 -0.78 -0.96 -0.68
O 2.188000 28.708000 13.345000 0.46 1.60 -0.45
H 2.803000 28.250000 12.755000 -0.12 0.26 0.22
H 2.362000 29.702000 13.189000 -0.65 -2.39 0.20
```
Forces are in eV/Å.

- E_LUMO (eV) = 2.0
- HOMO energy (eV) = -7.19
- net charge = -1
- spin multiplicity = 1
- M (g/mol) = 206.12
- relative energy (zero: lowest compared OMol25 entry of this formula, charge and spin) (eV) = 4.933

Atom charges from the natural (NBO) analysis, given in e for atoms 1 to 2:
1. N 0.7167
2. O -0.5912

| no. | maximum force (eV Å⁻¹) |
| --- | --- |
| 1 | 2.75 |
| 2 | 3.67 |
| 3 | 0.72 |
| 4 | 4.31 |
| 5 | 4.34 |
| 6 | 8.50 |